Entry 1:
{
  "formula": "C2H6S2",
  "method": "ωB97M-V/def2-TZVPD",
  "homo_lumo_gap_ev": [6.29, 9.17],
  "elements": ["C", "C", "S", "S", "H", "H", "H", "H", "H", "H"],
  "xyz": [[-1.348, -0.870, -0.416], [-1.048, 0.460, 0.097], [3.052, 1.419, 0.758], [1.949, 0.452, -0.615], [-1.465, -0.910, -1.500], [-0.606, -1.697, -0.182], [-2.317, -1.158, -0.067], [-0.491, 0.498, 0.925], [-1.553, 1.330, -0.294], [3.826, 0.475, 1.295]]
}

---

Entry 2:
{
  "formula": "C3H6AsCl6F6NiO4PY",
  "method": "ωB97M-V/def2-TZVPD",
  "charge": 1,
  "homo_lumo_gap_ev": [7.91, 7.37],
  "s2": 2.00,
  "spin_multiplicity": 3,
  "elements": ["Y", "Ni", "P", "O", "O", "O", "O", "As", "F", "F", "F", "F", "F", "F", "C", "Cl", "Cl", "H", "H", "C", "Cl", "Cl", "H", "H", "C", "Cl", "Cl", "H", "H"],
  "xyz": [[1.941, 0.541, 1.530], [-1.684, -1.212, 0.969], [-0.328, 0.948, 0.320], [0.203, 1.946, 1.403], [-1.710, 0.422, -0.110], [-0.106, -0.291, 1.379], [0.989, 0.678, -0.456], [1.130, -3.275, 1.418], [2.384, -3.999, 2.243], [1.729, -3.738, -0.067], [-0.281, -2.544, 0.491], [0.523, -2.528, 2.848], [2.125, -1.713, 1.351], [0.113, -4.577, 1.652], [3.498, 0.800, -1.947], [3.527, -0.934, -2.063], [3.836, 1.337, -0.264], [4.238, 1.265, -2.589], [2.514, 1.172, -2.211], [-3.287, 2.787, 2.201], [-2.268, 4.195, 2.513], [-4.960, 3.083, 2.650], [-3.261, 2.583, 1.138], [-2.915, 1.964, 2.799], [-1.594, 0.245, -3.297], [-0.518, 1.156, -4.358], [-2.786, -0.707, -4.190], [-0.986, -0.495, -2.786], [-2.065, 0.890, -2.568]]
}

---

Calculated ΔE to the lowest compared entry with this formula, charge and spin (kcal/mol), listed in the same order as above: 66.3; 0.0